Formula: C46H74F6O38PS5
Source: the OMol25 dataset
Level of theory: ωB97M-V/def2-TZVPD

XYZ file:
```
170
Properties=species:S:1:pos:R:3
P 0.718 11.254 7.314
F 1.224 10.940 8.815
F 2.220 11.893 7.120
F 1.324 9.815 6.893
F 0.392 11.602 5.798
F -0.697 10.435 7.634
F 0.076 12.635 7.865
O -3.231 13.962 12.561
C -2.106 13.478 12.299
O -2.024 12.441 11.498
C -0.618 11.952 11.274
C 0.027 12.576 12.500
C -0.761 13.832 12.824
H -0.217 12.243 10.303
H -0.510 10.868 11.241
H 1.066 12.887 12.396
H -0.097 11.881 13.331
H -0.352 14.659 12.243
H -0.809 14.241 13.833
O 1.686 5.344 4.819
C 0.919 6.301 4.666
O 1.100 7.264 3.818
C -0.041 8.107 3.858
C -1.057 7.424 4.750
C -0.201 6.690 5.639
H -0.445 8.117 2.846
H 0.183 9.120 4.192
H -1.660 6.755 4.135
H -1.682 8.162 5.253
H -0.588 5.739 6.005
H 0.184 7.328 6.435
O -1.439 15.623 8.402
C -1.296 15.528 7.182
O -0.673 16.563 6.641
C -0.213 16.298 5.324
C -1.405 15.364 4.898
C -1.583 14.490 6.148
H 0.722 15.741 5.375
H -0.193 17.263 4.818
H -1.134 14.689 4.086
H -2.224 16.030 4.627
H -0.812 13.730 6.022
H -2.563 14.012 6.162
O 3.848 4.185 7.514
C 4.343 5.141 6.952
O 4.349 6.262 7.616
C 4.740 7.353 6.795
C 5.443 6.695 5.596
C 4.920 5.263 5.576
H 5.331 8.052 7.387
H 3.826 7.887 6.535
H 6.530 6.783 5.574
H 5.139 7.192 4.675
H 5.858 4.714 5.498
H 4.241 5.080 4.743
O -4.162 11.174 2.339
C -3.007 11.414 2.224
O -2.391 12.070 1.157
C -0.971 11.914 1.182
C -0.750 10.899 2.328
C -1.914 11.127 3.302
H -0.383 12.822 1.317
H -0.600 11.527 0.233
H 0.244 10.930 2.775
H -0.970 9.947 1.846
H -1.818 11.986 3.967
H -2.240 10.284 3.910
O 0.662 4.838 8.336
C 0.774 5.549 9.322
O 0.060 5.344 10.435
C 0.265 6.409 11.373
C 0.815 7.535 10.563
C 1.624 6.824 9.478
H 1.014 6.045 12.076
H -0.695 6.705 11.796
H 1.507 8.261 10.990
H 0.091 8.165 10.045
H 2.596 6.366 9.659
H 1.609 7.296 8.496
O -5.335 14.018 7.165
C -5.655 13.464 8.215
O -6.920 13.313 8.590
C -7.129 13.003 9.975
C -5.682 13.175 10.585
C -4.761 13.007 9.371
H -7.282 11.928 10.063
H -7.859 13.709 10.370
H -5.394 12.398 11.293
H -5.546 14.144 11.065
H -4.439 11.967 9.422
H -3.866 13.627 9.419
O 6.807 13.050 3.649
C 6.976 13.940 4.498
O 7.918 14.940 4.401
C 7.856 15.831 5.479
C 6.490 15.577 6.110
C 6.162 14.138 5.729
H 7.786 16.872 5.164
H 8.699 15.604 6.132
H 5.755 16.276 5.713
H 6.462 15.767 7.183
H 5.110 13.911 5.560
H 6.624 13.431 6.419
O 6.566 10.630 5.814
C 7.283 9.824 5.216
O 8.154 9.019 5.824
C 8.847 8.236 4.873
C 8.022 8.280 3.623
C 7.051 9.406 3.776
H 8.942 7.238 5.299
H 9.798 8.740 4.700
H 7.542 7.302 3.603
H 8.639 8.368 2.729
H 6.008 9.117 3.645
H 7.302 10.248 3.131
C 3.496 10.338 3.949
C 3.686 11.425 2.912
O 3.856 10.769 1.604
S 3.285 9.247 1.627
O 4.052 8.292 0.782
O 1.838 9.441 1.505
O 3.650 9.113 3.282
H 2.525 10.305 4.442
H 4.215 10.390 4.767
H 4.509 12.093 3.165
H 2.746 11.977 2.881
C 1.825 14.888 9.718
C 2.164 15.273 8.274
O 3.448 15.897 8.351
S 3.410 16.939 9.660
O 2.651 18.119 9.421
O 4.752 17.039 10.240
O 2.392 15.886 10.535
H 2.300 13.931 9.933
H 0.754 14.873 9.917
H 1.483 15.993 7.819
H 2.232 14.446 7.567
C 3.433 17.729 2.904
C 2.576 17.159 1.782
O 1.899 16.002 2.415
S 2.987 15.171 3.267
O 3.977 14.622 2.342
O 2.330 14.313 4.262
O 3.587 16.615 3.831
H 2.936 18.557 3.411
H 4.337 18.216 2.539
H 3.271 16.893 0.986
H 1.765 17.716 1.313
C 4.238 11.236 10.049
C 4.635 10.456 8.787
O 4.458 9.174 9.277
S 5.376 9.069 10.694
O 6.797 9.235 10.378
O 4.861 8.033 11.594
O 4.784 10.562 11.153
H 3.157 11.097 10.014
H 4.447 12.305 10.079
H 5.677 10.506 8.470
H 4.050 10.732 7.910
C -2.804 8.554 9.337
C -3.401 7.462 10.207
O -4.172 6.732 9.259
S -4.999 7.715 8.188
O -6.292 8.194 8.722
O -4.962 7.194 6.828
O -3.856 8.951 8.430
H -1.963 8.184 8.750
H -2.433 9.406 9.908
H -4.043 7.875 10.986
H -2.583 6.838 10.566
```

Values from the calculation:
HOMO energy: -7.8 eV
HOMO-LUMO gap: 8.9 eV
Maximum force: 0.103 Eh/bohr
LUMO: 0.043 Ha
Calculated total energy: -206479.4901 eV
Net charge: -1